# 1
{
  "formula": "C27H28Cl64GaNO2P",
  "method": "the ωB97M-V functional and the def2-TZVPD basis",
  "symbols": ["O", "Cl", "H", "C", "Cl", "C", "H", "Cl", "Cl", "Cl", "H", "H", "Cl", "Cl", "Cl", "Cl", "Cl", "C", "Cl", "Cl", "Cl", "Cl", "Cl", "H", "H", "C", "H", "H", "Cl", "Cl", "Cl", "C", "H", "C", "C", "Cl", "H", "Cl", "Cl", "Cl", "H", "Cl", "Cl", "O", "C", "Cl", "H", "C", "H", "C", "H", "Cl", "Cl", "H", "H", "C", "C", "Cl", "Cl", "H", "Cl", "P", "Cl", "H", "Cl", "H", "C", "C", "Cl", "Cl", "Cl", "Cl", "Cl", "Ga", "H", "Cl", "H", "Cl", "H", "H", "Cl", "Cl", "Cl", "Cl", "Cl", "Cl", "Cl", "Cl", "Cl", "Cl", "Cl", "Cl", "Cl", "C", "Cl", "Cl", "Cl", "Cl", "N", "C", "C", "C", "C", "H", "Cl", "Cl", "C", "H", "C", "H", "Cl", "Cl", "C", "Cl", "C", "C", "Cl", "Cl", "H", "C", "C", "H", "C", "Cl"],
  "xyz": [[0.19745, 3.86385, -2.46820], [-3.33090, 7.33484, 3.10508], [0.96312, 1.26324, -2.13601], [5.41937, -5.69629, -4.42835], [-3.85500, 3.46765, 12.70016], [-1.23748, 3.51036, -2.54006], [-3.12380, 1.20012, -3.88815], [-3.39892, 5.05496, 7.14025], [1.97660, -0.45132, 2.34781], [-6.69283, -7.82433, -1.65033], [3.02246, 0.46237, -1.57509], [-0.65677, 0.12770, -4.63403], [-4.20750, -2.78416, -0.98568], [-2.17249, 6.71667, -3.10224], [-3.47612, 10.23302, 3.18446], [4.26416, -2.16709, 1.85992], [-6.53035, 4.13218, 11.79049], [0.09613, -1.92366, -3.01240], [5.19217, -1.30831, -10.13749], [-2.63850, 6.91725, 9.23766], [-7.20328, 7.79172, -2.30925], [-6.71847, 1.55423, -1.21855], [8.22894, -9.28176, 3.79876], [-3.27625, -0.19229, -2.67828], [-2.66767, -0.60959, 1.13701], [-3.38089, 6.76274, 7.62871], [-2.57684, 2.57650, 0.95781], [0.45214, 2.01039, -4.18186], [-4.58892, 6.24028, 12.25201], [-7.48248, -9.32116, 0.70662], [8.68397, -5.91926, -0.79469], [6.06122, -1.50267, 10.08635], [-1.27273, -2.66607, -4.66827], [-4.81053, 4.56999, 11.68423], [3.01934, -1.82604, -1.98013], [-5.90430, 8.66300, 2.92583], [0.02204, -1.93698, -1.86447], [8.13078, -6.85133, 1.89851], [3.21730, -4.07776, 5.22128], [4.29650, -0.30490, 4.08813], [-1.60651, 3.55052, -3.64402], [6.02698, -3.85484, -9.02221], [-2.22390, 6.35822, -5.98074], [0.29034, 0.92001, -1.49896], [-4.89534, -4.26871, -1.67651], [7.62739, -10.65506, 1.31412], [3.79111, -0.00389, -3.20842], [3.74671, -0.55903, 2.41550], [1.75710, 4.71019, -3.74187], [-3.22027, 6.45089, -4.51103], [0.33284, 3.07282, -5.73921], [-4.65768, -5.61670, -0.54258], [5.65418, -2.82630, 6.17793], [2.57319, -1.56460, -4.15189], [3.83278, -2.47804, -1.47832], [0.89916, 2.90413, -4.75346], [-2.16686, 2.12782, 4.29044], [-8.62891, 10.21017, -1.57232], [5.79354, -10.84077, 3.55560], [2.00125, 2.66863, -4.99467], [-2.62375, 1.59703, 2.65072], [-2.65443, 1.39030, 0.16377], [-4.03176, 8.81298, 0.71298], [0.89204, -3.46794, -4.51145], [6.65608, -0.67069, 8.63149], [-4.04609, 1.08296, -0.10954], [2.60797, -2.45540, -3.40249], [4.95468, -4.31597, 5.50721], [-4.52875, 3.45765, -1.19858], [3.78142, -5.73616, -5.11703], [-6.58362, 3.59145, 0.84493], [-4.26901, 4.44074, 9.99728], [-7.01027, 10.15629, -3.98212], [-1.44501, 1.56537, -1.88330], [-0.02408, 4.96480, -4.23895], [7.36969, -1.40947, -8.22057], [2.16598, -1.73260, -1.22376], [-4.12470, 4.93133, -4.31214], [-2.17481, -2.25699, -3.05219], [-2.26224, -0.54084, -5.24557], [-4.36521, 7.80432, -4.65698], [5.75531, -4.71581, 3.97243], [6.37411, -4.43984, -5.24505], [6.19802, -7.27808, -4.66042], [5.32452, -5.33151, -2.69210], [8.36688, -12.17814, 3.67172], [-7.06031, -10.69898, -1.81336], [-7.20685, 4.33570, -1.89186], [5.10740, -2.92436, 9.61163], [-4.79827, -9.60326, -0.36100], [-4.08429, -4.63704, -3.21123], [5.04061, -0.39256, 11.02692], [5.18883, -5.64853, 6.66154], [-1.32138, -1.94305, -3.77882], [-5.73514, 10.11194, -1.37418], [-5.04739, 7.37976, 7.68296], [4.45719, 0.68696, 1.36666], [-0.50932, 1.59373, 4.64273], [-1.98545, 0.14397, 0.95002], [-1.61299, -0.40714, -4.28686], [1.11576, -3.10270, -3.43625], [3.67991, -0.33256, -2.11114], [-2.51053, 0.44527, -3.25175], [4.69691, -0.31552, -1.55782], [-6.63515, -4.03845, -1.96580], [6.14922, -5.28657, 0.46907], [-6.50866, -9.36156, -0.77991], [0.63135, -0.92829, -3.27984], [5.80878, -2.12355, -8.68310], [1.09481, -4.02458, -2.75588], [-3.28422, 1.41779, 5.48351], [7.44262, -2.02100, 11.07797], [7.50398, -10.73914, 3.08482], [-2.25189, 3.90690, 4.38294], [7.88896, -5.52115, 0.74447], [-4.18563, 8.76129, 2.48273], [-2.43862, 7.69741, 6.44759], [4.64837, -1.92200, -7.35368], [3.40960, -3.17207, -3.82227], [-7.14437, 9.56747, -2.30956], [0.71523, 4.19532, -3.77983], [-1.87361, 4.28321, -1.96879], [-6.25870, 3.23465, -0.86581], [8.59046, -4.02795, 1.40528]],
  "forces_ev_per_angstrom": [[-0.1, 0.5, -1.6], [-0.2, 0.2, -0.2], [-1.0, -0.2, 0.9], [-0.1, 0.1, 0.0], [-0.2, 0.2, -0.1], [-0.5, 0.2, -0.7], [0.8, -1.1, 1.1], [0.0, 0.5, 0.0], [0.4, 0.0, -0.1], [-0.2, -0.6, 0.1], [1.0, -1.4, -1.0], [-1.3, -0.9, 0.8], [-0.1, -0.3, -0.1], [-0.3, 0.1, -0.3], [-0.1, -0.2, -0.1], [0.0, 0.2, 0.1], [0.3, 0.1, 0.0], [0.7, -0.4, 0.0], [0.1, -0.1, 0.2], [0.2, 0.5, -0.5], [0.0, 0.4, 0.1], [0.0, 0.3, 0.0], [-0.1, -0.4, 0.1], [1.1, 0.6, -1.1], [0.5, 0.6, 0.0], [0.0, -0.1, 0.0], [-0.6, 0.2, -1.4], [0.6, 1.2, -1.1], [-0.1, -0.3, -0.1], [0.2, 0.0, -0.2], [-0.2, 0.1, 0.3], [-0.1, -0.1, 0.0], [-0.1, 1.0, 1.2], [0.0, -0.1, -0.2], [1.0, 0.4, 0.3], [0.3, 0.0, -0.1], [-0.2, 0.2, -1.8], [-0.1, 0.4, -0.4], [0.3, 0.0, 0.1], [-0.1, 0.0, -0.2], [0.6, 0.1, 1.7], [0.0, 0.3, 0.0], [-0.2, 0.0, 0.2], [0.3, 0.4, -0.8], [0.2, 0.2, 0.1], [0.0, 0.0, 0.3], [0.0, -0.6, 1.7], [-0.4, 0.1, -0.1], [-1.8, -0.8, 0.6], [0.0, -0.1, 0.1], [0.8, -0.4, 1.4], [0.2, 0.4, -0.1], [-0.1, -0.4, -0.2], [0.0, -1.5, 1.1], [-1.4, 0.8, -0.8], [-0.4, 0.1, 0.4], [-0.7, 0.1, -0.4], [0.2, -0.1, -0.1], [0.3, 0.0, -0.1], [-1.7, 0.5, 0.5], [0.8, -0.2, 5.6], [0.6, -1.5, -3.0], [0.2, -0.2, 0.7], [0.4, 0.6, 1.6], [-0.1, -0.1, 0.3], [0.6, 0.6, 0.4], [-0.6, 0.6, -0.5], [-0.1, 0.1, -0.1], [-0.6, 0.3, -0.2], [0.3, 0.0, 0.1], [0.1, -0.1, -0.3], [-0.5, -0.5, 0.8], [0.0, -0.1, 0.2], [0.3, 0.1, -0.7], [1.3, -1.3, 0.4], [-0.2, -0.1, -0.1], [1.0, -0.3, -1.3], [0.2, 0.4, -0.1], [1.5, 0.5, -1.4], [1.1, 0.3, 1.4], [0.1, -0.2, 0.0], [-0.1, 0.0, 0.3], [-0.1, -0.2, 0.2], [-0.1, 0.2, 0.0], [0.1, -0.1, -0.4], [-0.1, 0.2, -0.1], [0.1, 0.2, 0.2], [0.1, -0.2, 0.1], [0.2, 0.3, 0.2], [-0.3, 0.0, -0.1], [-0.2, 0.0, 0.2], [0.2, -0.2, -0.2], [0.0, 0.2, -0.1], [0.6, 1.2, 0.7], [-0.6, 0.1, -0.5], [0.3, -0.1, 0.0], [-0.1, -0.2, 0.2], [-0.3, 0.1, -0.1], [-0.7, -0.9, -1.0], [-1.8, -1.3, -0.7], [0.8, 0.5, -0.2], [-0.2, 0.1, 0.6], [-0.1, 0.2, -0.7], [-1.5, 0.0, -1.2], [0.2, -0.1, 0.0], [0.3, 0.0, 0.2], [0.0, 0.1, -0.1], [-1.0, -1.7, 0.6], [-0.1, 0.0, 0.1], [-0.2, 1.3, -0.8], [0.1, 0.1, 0.1], [-0.2, 0.1, -0.2], [-0.1, 0.0, -0.1], [0.2, 0.0, 0.1], [0.1, 0.1, 0.0], [0.1, -0.2, 0.0], [-0.2, -0.2, 0.3], [0.2, 0.0, -0.3], [-1.2, 1.0, 0.9], [0.1, -0.1, 0.0], [0.2, 0.5, -0.8], [1.2, -0.9, -0.8], [0.3, -0.1, 0.1], [-0.2, -0.3, -0.1]],
  "charge": -1,
  "fmax_ev_per_a": 5.658,
  "homo_lumo_gap_ev": 5.44,
  "total_energy_ha": -32968.8798
}

***

# 2
{
  "formula": "C27H28F5HfN6OS3",
  "method": "the ωB97M-V functional and the def2-TZVPD basis",
  "symbols": ["C", "H", "C", "F", "H", "C", "H", "H", "H", "C", "H", "N", "C", "C", "S", "H", "C", "H", "H", "C", "C", "C", "C", "H", "H", "C", "C", "S", "O", "H", "H", "H", "C", "C", "F", "C", "N", "N", "C", "N", "H", "H", "C", "N", "H", "F", "N", "H", "F", "C", "C", "F", "H", "Hf", "H", "H", "C", "H", "H", "C", "S", "C", "H", "H", "C", "H", "C", "C", "H", "H", "C"],
  "xyz": [[0.94757, -2.16366, 5.34786], [5.75160, -0.77086, 1.80860], [0.75645, -1.66820, 6.63364], [0.85458, -1.83595, 2.99280], [7.21877, -3.31451, -0.32343], [-2.71159, 3.02735, -4.94753], [-0.31487, -4.38209, -0.27646], [7.40055, -2.57018, 1.27761], [-2.19932, 3.79012, -5.51788], [3.25923, -2.42070, -0.36951], [-3.15926, -3.54025, 0.21678], [2.86251, -1.53124, 0.56047], [-1.29435, -2.67081, 0.54164], [-2.87698, 4.85720, -1.40226], [1.23912, 1.33051, -0.57121], [-3.33684, 4.69874, -0.42511], [0.21148, -0.02829, 4.41297], [-3.28939, 5.77580, -1.81505], [7.51218, -1.57733, -0.17810], [0.66433, -1.32686, 4.29653], [0.29848, -0.36774, 6.81009], [-2.04291, -0.60574, 0.46714], [3.78591, -0.91298, 1.32721], [-2.02330, 0.46962, 0.53620], [-3.20144, 4.05170, -2.07116], [-4.10144, 2.96271, -4.95936], [0.03269, 0.44071, 5.70965], [3.22898, 0.29019, 2.38558], [-2.20744, -1.10100, -2.67767], [-0.90132, 2.13183, -4.23465], [-4.55543, 0.21213, -3.03267], [-0.01981, -0.39217, -2.13969], [-4.05161, 1.01578, -3.55354], [5.54171, -2.16951, 0.31260], [0.11929, 0.10046, 8.02263], [-0.71353, 3.77122, -0.60391], [-0.89505, -1.39409, 0.63224], [5.08588, -1.24870, 1.20689], [4.60422, -2.76055, -0.50296], [-2.60872, -2.69908, 0.32246], [4.91341, -3.48401, -1.24307], [0.52356, -3.63832, 1.10091], [-1.91491, 0.05546, -2.79639], [-0.99242, 2.54773, -1.38609], [-0.90513, 5.10320, -2.27442], [1.38701, -3.39380, 5.13516], [-0.61019, 0.42019, -2.24034], [1.25900, -2.55286, -1.13635], [-0.39710, 1.67275, 5.90376], [-4.76971, 1.96221, -4.26270], [-3.10260, -1.41452, 0.27134], [1.01148, -2.43102, 7.66968], [-4.14562, -1.20200, 0.11535], [0.93542, -0.31905, 1.28849], [-1.12597, 3.63566, 0.39970], [2.13297, -4.09637, -1.02647], [-0.27278, 1.46839, -1.47203], [-1.81800, 2.59750, -1.98199], [0.36477, 3.89183, -0.52357], [6.99912, -2.43286, 0.27181], [-0.12641, 1.00599, 3.01985], [-1.98511, 2.09954, -4.22284], [-5.84958, 1.91334, -4.28841], [-4.66621, 3.69018, -5.52704], [2.23068, -3.03237, -1.25393], [-0.92774, -4.59931, 1.35996], [-0.45192, -3.88692, 0.68580], [-1.35954, 4.96619, -1.29014], [2.54571, -2.96182, -2.29580], [-1.09579, 5.84675, -0.70351], [-2.65729, 1.09476, -3.51616]],
  "forces_ev_per_angstrom": [[0.0, 0.0, 0.0], [0.0, 0.0, 0.0], [0.0, 0.0, 0.0], [0.0, 0.0, 0.0], [0.0, 0.0, 0.0], [0.0, 0.0, 0.0], [0.0, 0.0, 0.0], [0.0, 0.0, 0.0], [0.0, 0.0, 0.0], [0.0, 0.0, 0.0], [0.0, 0.0, 0.0], [0.0, -0.1, 0.0], [0.0, 0.0, 0.0], [0.0, 0.0, 0.0], [-0.1, 0.0, 0.2], [0.0, 0.0, 0.0], [0.0, -0.1, 0.0], [0.0, 0.0, 0.0], [0.0, 0.0, 0.0], [0.0, 0.0, 0.0], [0.0, 0.0, 0.0], [-0.1, -0.1, 0.0], [0.0, -0.1, 0.0], [0.0, 0.0, 0.0], [0.0, 0.0, 0.0], [0.0, 0.0, 0.0], [0.0, 0.0, 0.0], [-0.2, 0.0, 0.0], [-0.1, 0.0, 0.1], [0.0, 0.0, 0.0], [0.0, 0.0, 0.0], [0.0, 0.0, 0.0], [0.0, 0.0, 0.0], [-0.1, 0.0, 0.0], [0.0, 0.0, 0.0], [0.0, 0.0, 0.1], [0.1, -0.1, 0.0], [0.0, 0.0, 0.0], [0.0, 0.0, 0.0], [0.0, 0.0, 0.0], [0.0, 0.0, 0.0], [0.0, 0.0, 0.0], [0.3, -0.1, -0.4], [0.1, 0.0, 0.0], [0.0, 0.0, 0.0], [0.0, 0.0, 0.0], [-0.2, 0.0, -0.1], [0.0, 0.0, 0.0], [0.0, 0.0, 0.0], [0.0, 0.0, 0.0], [0.0, 0.0, 0.0], [0.0, 0.0, 0.0], [0.0, 0.0, 0.0], [0.2, 0.4, 0.1], [0.0, 0.0, 0.0], [0.0, 0.0, 0.0], [-0.1, 0.0, 0.2], [0.0, 0.0, 0.0], [0.0, 0.0, 0.0], [0.1, 0.0, 0.0], [0.1, 0.0, -0.1], [0.0, 0.0, 0.0], [0.0, 0.0, 0.0], [0.0, 0.0, 0.0], [0.0, 0.0, 0.0], [0.0, 0.0, 0.0], [0.0, 0.0, 0.0], [0.0, 0.0, 0.0], [0.0, 0.0, 0.0], [0.0, 0.0, 0.0], [-0.1, 0.1, 0.1]],
  "charge": 3,
  "fmax_ev_per_a": 0.536,
  "homo_lumo_gap_ev": 6.92,
  "total_energy_ha": -3190.6225
}

***

# 3
{
  "formula": "C27H28F6N7O3ReS",
  "method": "the ωB97M-V functional and the def2-TZVPD basis",
  "symbols": ["N", "F", "H", "C", "F", "N", "N", "H", "H", "H", "H", "C", "H", "H", "N", "C", "F", "H", "H", "C", "H", "Re", "F", "C", "C", "O", "H", "H", "O", "C", "O", "H", "C", "C", "H", "F", "C", "C", "S", "C", "H", "C", "H", "H", "C", "H", "H", "H", "H", "C", "C", "C", "N", "F", "H", "H", "H", "C", "H", "C", "N", "C", "C", "C", "H", "C", "N", "C", "H", "C", "C", "H", "C"],
  "xyz": [[-2.67023, 0.73154, 1.54798], [-1.45175, 0.94362, -2.10942], [0.42206, -0.22941, -2.63668], [2.64654, -7.08359, -1.66561], [-0.23865, 4.35682, 0.94169], [2.96284, -9.04443, -0.35298], [1.92937, -7.14121, 0.59609], [-1.68714, -2.31143, -1.48760], [1.74665, 1.76925, -1.87641], [0.34844, -2.96839, 1.79350], [1.35910, 0.53152, -3.91020], [3.62549, -1.58066, 0.68532], [-4.92108, -0.55460, 1.69516], [1.69538, 3.09578, -0.10691], [0.46821, -2.52977, -0.24446], [0.64017, -3.34070, 0.82466], [-0.08814, 0.78272, 2.58380], [2.98454, -1.65686, -1.36307], [4.23119, -0.94136, 1.32611], [-2.77978, 4.27903, -1.61371], [-3.31504, 1.05600, 2.24720], [0.10412, -0.40383, -0.09608], [-2.03530, 5.93477, -0.13913], [1.15976, -4.60588, 0.73692], [-0.77898, 2.55462, -0.53038], [1.58809, -8.29710, 3.16558], [2.61531, 0.66474, 1.38584], [2.78406, -6.56707, -2.60808], [3.54323, -9.63199, 2.60142], [1.41297, 2.21732, 0.47304], [1.30676, -10.36482, 1.91427], [1.49080, -4.66725, -2.62986], [-1.64778, 2.16958, -1.56788], [2.38408, -8.37911, 0.64613], [1.27538, 2.53613, 1.50478], [-3.41419, 2.53258, -3.04874], [1.28468, -4.31845, -1.62763], [-2.95480, -0.38951, 0.85537], [2.17983, -9.27593, 2.28603], [3.30334, -0.90720, -0.64013], [-1.75033, 1.13699, 1.52794], [3.08982, -8.39510, -1.50423], [-5.52240, -2.55177, 0.34240], [3.49463, 1.66086, 0.22339], [-4.55864, -2.07438, 0.23264], [4.20158, -2.48291, 0.48605], [-3.53598, 4.93378, -2.02236], [0.57484, -2.44174, -2.32408], [1.29026, -5.21566, 1.62354], [-2.62281, 2.98909, -2.08283], [-3.63128, -2.55516, -0.70310], [0.07706, -0.46252, 2.04366], [2.24501, 0.15042, -0.60936], [1.26693, -0.91627, 2.52983], [3.24523, 0.95601, -2.29340], [4.21859, -0.45002, -1.02592], [-3.86523, -3.37698, -1.36274], [-1.92580, 4.70430, -0.61750], [2.73457, -1.86414, 1.23612], [2.53829, 1.17211, 0.42661], [0.16744, 1.65257, -0.07235], [2.21878, 0.79475, -1.95902], [2.05775, -6.48591, -0.56154], [-2.40784, -1.96201, -0.76428], [3.56320, -8.93780, -2.31442], [1.44854, -0.02946, -2.98170], [-2.02368, -0.92464, 0.03089], [0.77019, -3.05802, -1.45289], [1.94694, -0.97140, -3.20457], [1.52060, -5.12646, -0.51044], [-0.95681, 3.87421, -0.07685], [-0.71776, -1.09468, 2.45570], [-4.22470, -0.98473, 0.98830]],
  "forces_ev_per_angstrom": [[0.0, -0.2, -0.2], [-0.2, -0.2, -0.1], [0.0, 0.0, -0.2], [-0.1, 0.4, -0.2], [0.1, -0.1, 0.1], [0.1, 0.2, -0.7], [0.0, 0.4, -0.4], [0.1, 0.0, 0.1], [0.0, 0.0, 0.1], [0.0, 0.1, 0.0], [-0.1, 0.0, 0.0], [-0.1, 0.2, 0.0], [0.0, 0.0, 0.0], [-0.1, 0.1, 0.0], [0.2, 0.2, 0.0], [0.0, -0.2, 0.1], [0.2, 0.0, 0.1], [0.0, 0.1, 0.0], [0.0, 0.0, 0.0], [0.1, 0.0, 0.0], [0.0, 0.0, 0.0], [0.1, 0.9, 0.2], [0.0, 0.1, 0.1], [-0.1, 0.1, 0.0], [-0.7, 0.5, -0.5], [-0.1, 0.5, 0.0], [0.1, 0.0, -0.1], [0.0, 0.0, 0.0], [0.1, 0.0, -0.1], [0.2, 0.0, -0.1], [0.0, 0.0, -0.2], [0.0, 0.0, 0.0], [0.4, 0.0, 0.3], [-0.3, -0.7, 1.5], [0.0, 0.1, 0.0], [0.0, -0.1, -0.1], [0.0, 0.0, 0.0], [0.0, 0.2, 0.1], [0.2, -0.1, -0.5], [0.2, -0.4, 0.2], [-0.1, 0.1, 0.1], [-0.1, -0.2, 0.5], [0.0, 0.1, 0.0], [0.0, -0.1, 0.0], [0.2, 0.2, 0.1], [0.0, 0.0, 0.0], [0.0, 0.0, 0.0], [0.0, 0.0, 0.1], [0.0, -0.1, 0.0], [-0.1, 0.1, 0.0], [0.1, 0.0, -0.1], [0.2, -0.1, 0.0], [-0.6, -0.2, 0.2], [-0.1, 0.1, -0.1], [0.0, 0.0, 0.1], [-0.1, 0.1, -0.1], [0.0, 0.0, 0.0], [-0.1, -0.1, -0.2], [0.1, -0.1, 0.0], [-0.2, 0.1, 0.2], [0.0, -1.1, 0.3], [-0.2, 0.0, -0.3], [0.3, -0.8, 0.1], [-0.3, -0.3, -0.3], [0.0, 0.1, 0.0], [0.3, 0.0, 0.2], [0.6, 0.4, 0.1], [0.1, 0.0, -0.2], [-0.1, 0.0, 0.0], [-0.2, 0.3, 0.0], [0.0, -0.3, 0.1], [0.0, 0.0, -0.2], [-0.2, -0.1, 0.0]],
  "spin_multiplicity": 4,
  "s_squared": 3.782,
  "charge": 1,
  "fmax_ev_per_a": 1.667,
  "homo_lumo_gap_ev": [4.17, 2.96],
  "total_energy_ha": -2729.9942
}